82
Properties=species:S:1:pos:R:3:forces:R:3:mulliken_spin:R:1 method="wB97M-V/def2-TZVPD" spin_multiplicity=6 de_lowest_kj_mol=131.72 homo_lumo_gap_ev="7.62 / 5.85" homo_ha="-0.383 / -0.429" charge=+1
Ir -0.153436 -0.111998 -0.050214 0.19 -0.67 -0.02 2.3397
C 0.569400 -1.863770 -3.511919 -0.02 0.04 0.02 0.0075
C 1.621729 -2.358850 -2.520044 0.01 -0.01 0.00 0.0090
C 0.966068 -3.158251 -1.395821 -0.06 0.02 0.16 0.0319
C 2.628132 -1.349433 -1.971199 0.03 -0.06 -0.04 -0.0650
C 3.942629 -1.805431 -1.892142 -0.04 0.01 0.03 -0.0324
C 4.960140 -1.013236 -1.397349 0.02 0.02 -0.01 0.0340
C 4.684204 0.272762 -0.969434 -0.03 -0.05 0.05 -0.0116
C 3.393526 0.783457 -1.019179 0.06 0.05 0.05 0.0161
C 3.131997 2.183085 -0.494569 -0.05 -0.03 -0.01 0.0251
C 2.954153 2.153439 1.025871 0.04 -0.01 0.05 0.0154
C 4.223482 3.180401 -0.880955 0.01 0.03 -0.03 -0.0035
C 2.370794 -0.042277 -1.519287 -0.16 0.09 -0.10 0.0756
N 1.023061 0.500984 -1.619507 0.23 0.26 -0.23 0.3323
C 0.762184 1.137055 -2.765518 0.11 -0.42 0.15 0.6499
C -1.548858 1.557481 -2.196832 0.23 0.23 -0.21 0.3911
C -2.226010 0.758706 -3.079707 -0.09 -0.13 0.15 -0.0685
C -3.145165 -0.105211 -2.507470 0.04 -0.05 0.28 0.2448
C -3.268031 -0.283016 -1.040353 0.02 0.02 -0.44 0.1197
N -2.630050 0.466349 -0.177984 -0.02 0.02 -0.14 0.0613
C -4.105169 -1.448891 -0.562290 0.06 -0.06 0.04 0.0469
C -4.382125 -1.328359 0.933171 -0.01 -0.04 0.06 0.0063
C -3.270561 -2.719161 -0.834462 -0.04 0.00 -0.07 0.0146
C -5.433922 -1.545632 -1.328321 -0.02 0.05 0.03 0.0193
H 0.184577 -2.715070 -4.075438 0.00 0.00 0.01 0.0003
H 0.974823 -1.143019 -4.222310 0.02 -0.03 -0.02 -0.0115
H -0.278524 -1.393813 -3.010867 -0.01 0.02 0.04 0.0289
H 2.240987 -3.072542 -3.068603 -0.01 0.02 -0.03 0.0009
H 0.340209 -2.526037 -0.753006 -0.05 0.09 0.00 0.0323
H 1.703726 -3.628027 -0.744882 0.02 -0.01 -0.03 0.0030
H 0.308264 -3.931266 -1.796488 0.04 -0.02 -0.03 0.0020
H 4.166415 -2.805759 -2.242055 0.01 0.00 0.01 -0.0001
H 5.972120 -1.393376 -1.357231 0.00 -0.01 0.01 0.0014
H 5.486314 0.889618 -0.589168 0.01 0.00 0.01 0.0006
H 2.202568 2.543348 -0.932411 -0.04 -0.01 0.00 -0.0036
H 3.879100 1.827322 1.506880 0.00 0.00 0.00 0.0001
H 2.163620 1.472200 1.341641 -0.06 -0.03 -0.02 -0.0045
H 2.711440 3.148324 1.403048 0.01 0.02 -0.01 0.0016
H 5.162965 2.977998 -0.365569 -0.01 -0.01 0.00 0.0003
H 3.915731 4.187817 -0.597979 -0.01 0.01 0.00 0.0009
H 4.419765 3.172820 -1.954344 -0.01 -0.01 0.00 -0.0008
H 1.560496 1.576425 -3.357625 -0.03 0.01 -0.03 -0.0131
H -2.021411 0.752416 -4.142545 -0.01 0.01 -0.01 0.0149
H -3.705733 -0.760026 -3.155510 -0.09 -0.04 0.03 -0.0129
H -3.460430 -1.236218 1.504602 -0.02 -0.03 -0.03 -0.0033
H -4.913559 -2.220614 1.265217 -0.01 0.00 0.02 -0.0004
H -5.003566 -0.458362 1.150010 0.01 0.01 -0.01 0.0000
H -2.338107 -2.702887 -0.271401 0.02 0.00 0.04 -0.0039
H -3.043025 -2.830701 -1.898001 0.01 -0.01 0.02 0.0023
H -3.845907 -3.593094 -0.525523 0.00 0.00 0.00 0.0025
H -5.970470 -0.595023 -1.338871 0.02 0.00 0.02 -0.0025
H -6.070607 -2.275737 -0.828517 0.01 -0.01 0.00 0.0030
H -5.308461 -1.886973 -2.355167 0.02 0.02 -0.04 0.0017
O 0.084776 0.215129 2.082794 0.03 0.00 0.30 0.1595
C -0.421875 -0.913576 2.367234 0.05 0.20 0.14 0.0566
O -0.828828 -1.621386 1.398425 -0.02 -0.03 -0.25 0.1296
C -0.536664 -1.384346 3.760800 -0.03 -0.03 -0.03 0.0117
C -0.313659 -0.504989 4.815148 0.04 0.01 0.02 0.0049
C -0.436051 -0.954835 6.118600 0.01 0.05 -0.06 0.0003
C -0.769279 -2.279960 6.320747 -0.02 -0.09 0.18 -0.0001
C -0.991028 -3.175305 5.293267 0.00 0.03 -0.10 0.0007
C -0.877365 -2.712618 3.993477 -0.05 -0.05 0.07 0.0045
N -0.899042 -2.771018 7.718410 0.03 0.07 -0.15 0.0000
O -0.722232 -1.965769 8.604370 0.01 0.04 0.08 0.0000
O -1.171693 -3.940370 7.871214 -0.02 -0.06 0.02 0.0000
H -0.049201 0.522904 4.609454 0.00 -0.01 -0.01 0.0025
H -0.279214 -0.305128 6.966417 0.00 -0.01 0.00 -0.0001
H -1.246912 -4.199600 5.517250 0.00 0.00 0.01 -0.0001
H -1.052104 -3.375158 3.157478 0.01 0.01 -0.01 0.0013
O -0.360692 2.221637 -2.618847 -0.30 0.37 0.07 0.0408
B -1.787358 1.490136 -0.698025 -0.06 0.28 0.07 0.0020
O -1.114443 2.387760 0.139326 -0.04 0.00 -0.13 0.1455
C -0.392771 3.388968 -0.463020 -0.04 -0.02 0.23 0.0268
C -0.000765 4.478859 0.295469 0.05 0.06 0.01 0.0222
C 0.722334 5.505021 -0.292613 0.00 -0.02 0.01 0.0014
C 1.053551 5.465289 -1.642680 -0.01 -0.04 -0.03 0.0058
C 0.666326 4.380411 -2.414744 0.06 0.16 0.10 0.0065
C -0.039450 3.374234 -1.799799 -0.03 -0.31 -0.28 0.0782
H -0.274152 4.497731 1.341865 0.01 0.01 0.00 -0.0003
H 1.025717 6.349937 0.309903 0.00 0.01 0.00 -0.0002
H 1.605657 6.275482 -2.096846 0.01 0.01 0.01 0.0002
H 0.904958 4.310607 -3.467452 0.00 0.00 -0.01 0.0002



94
Properties=species:S:1:pos:R:3:forces:R:3:mulliken_charge:R:1 method="wB97M-V/def2-TZVPD" de_lowest_kj_mol=0.00 homo_lumo_gap_ev=2.37 homo_ha=-0.063 charge=-1
C 0.252987 4.097415 -0.361603 -0.08 0.11 0.37 -0.0521
C 1.753558 3.900280 -0.608148 -0.80 0.04 -0.17 -0.1483
C 2.072860 2.933863 -1.718833 0.10 0.16 -0.57 0.2927
O 2.836416 3.180950 -2.601557 0.12 -0.16 0.17 -0.5424
O 1.414754 1.717776 -1.664010 0.15 0.13 0.90 -0.0820
C 2.301282 0.578088 -1.592750 -0.41 -0.22 -0.54 -1.5034
C 1.983246 -0.225499 -0.344440 0.80 0.84 -0.19 -0.1395
N 0.568040 -0.726999 -0.381464 -0.05 0.17 -0.06 0.5058
C -0.333182 0.103287 0.486424 0.04 -0.20 0.23 1.3745
C -0.011407 -0.004888 1.983251 -0.40 0.29 0.17 -1.3130
C 0.713848 1.218750 2.557103 0.73 -0.53 -0.09 -0.8176
O 0.063593 1.598568 3.755148 -0.08 0.11 -0.09 -0.1968
C 0.826200 2.379990 4.631752 -0.07 -0.03 0.23 -0.9985
C 0.765740 3.868921 4.315860 0.07 -0.10 0.07 0.9787
F 1.050752 4.085634 3.007584 0.02 -0.02 -0.01 -0.2656
F 1.742930 4.479095 5.030328 -0.08 0.05 0.06 -0.3349
C -0.627440 4.534303 4.623657 -0.13 -0.05 -0.19 0.5685
F -1.153294 4.983908 3.469911 0.07 0.11 0.02 -0.3253
F -1.482084 3.605365 5.112795 0.09 -0.05 0.08 -0.3292
C -0.582057 5.686148 5.650991 -0.26 -0.04 -0.24 0.7325
F 0.182753 6.678604 5.148880 0.05 0.01 0.04 -0.2878
F -0.039087 5.222585 6.794078 0.10 0.08 0.03 -0.2835
C -1.945864 6.314356 6.019560 0.25 0.23 0.34 0.0181
F -2.701915 6.533133 4.929190 -0.06 -0.11 -0.02 -0.2397
F -2.606335 5.513778 6.879830 -0.12 -0.08 -0.18 -0.2541
C -1.799384 -0.183001 0.061165 0.35 0.27 -0.40 0.0521
C -2.257258 0.922042 -0.933411 -0.34 0.11 0.15 0.4139
F -1.938520 0.547453 -2.227791 0.10 -0.01 0.02 -0.5088
C -3.717296 1.337685 -0.853745 0.16 0.35 -0.73 -0.1063
C -3.944510 2.591216 -1.718316 0.28 -0.36 -0.06 -1.3781
N -1.894307 -1.482557 -0.587524 -0.38 -0.36 0.06 0.7634
C -3.237013 -1.869189 -0.977652 0.34 0.30 0.08 -0.0137
C -4.276341 -1.832870 -0.056244 -0.21 -0.17 -0.04 -0.1461
C -5.545046 -2.201595 -0.483660 0.42 0.02 -0.18 -0.8214
C -5.686747 -2.584641 -1.807677 -0.41 -0.05 -0.04 -0.4351
C -4.588034 -2.567044 -2.653359 0.11 0.00 0.29 -0.7208
N -3.371270 -2.209593 -2.245453 -0.22 -0.06 -0.08 -0.6048
C -1.122497 -2.554906 0.031933 0.23 0.75 0.49 0.4752
C -1.547286 -2.846741 1.465104 -0.50 -0.31 0.18 -1.5771
O -1.399158 -3.713911 -0.798154 -0.06 -0.15 0.02 -0.4941
C -1.094359 -4.851504 -0.258823 0.25 0.07 0.04 0.5891
N -0.778161 -5.838524 0.243665 -0.17 -0.03 -0.04 -0.5358
C 0.373564 -2.223856 -0.222203 -0.04 -0.71 -0.08 -0.7361
C 1.391800 -2.941377 0.658473 0.37 0.43 -0.10 -0.8363
C 2.582662 -3.576635 -0.097644 -0.15 0.00 -0.06 0.0933
O 3.263785 -4.375918 0.455479 -0.03 0.02 0.12 -0.5164
Br 2.920889 -2.995209 -1.888103 0.48 -0.44 -0.60 0.0157
H 0.075812 4.444333 0.657070 0.06 0.06 0.01 0.0029
H -0.308671 3.173937 -0.473330 0.04 -0.03 -0.13 -0.3950
H -0.173498 4.851395 -1.020595 0.01 -0.13 -0.18 0.5167
H 2.183887 4.850929 -0.907941 0.29 -0.03 0.21 0.4828
H 2.219764 3.546871 0.314522 0.19 -0.04 -0.09 0.0447
H 3.337101 0.911545 -1.583116 0.07 -0.14 0.00 0.5088
H 2.149767 -0.044050 -2.477805 0.13 0.05 -0.08 0.4063
H 2.717795 -1.019741 -0.304894 -0.25 -0.27 0.03 0.8219
H 2.144768 0.428172 0.512723 -0.37 -0.18 0.21 -0.0858
H 0.226792 -0.518150 -1.328133 0.02 -0.23 -0.04 0.6348
H -0.102203 1.123412 0.193192 -0.02 0.01 -0.11 -0.7915
H 0.527131 -0.908623 2.256428 -0.04 -0.09 -0.13 0.1803
H -0.959204 -0.052246 2.520975 0.00 0.02 0.02 0.4814
H 1.747038 0.933010 2.795806 0.03 0.12 0.02 0.5101
H 0.784662 2.030552 1.827623 -0.28 0.12 0.09 0.0224
H 1.884946 2.102622 4.660134 0.01 -0.04 -0.23 0.3915
H 0.427389 2.225223 5.633369 -0.01 0.04 0.02 0.4673
H -1.746691 7.270085 6.511899 0.00 0.00 0.00 0.3221
H -2.423990 -0.066803 0.956283 -0.01 -0.11 0.05 0.8802
H -1.680349 1.829615 -0.744736 0.08 -0.06 0.16 -0.7592
H -4.351513 0.555248 -1.267226 -0.09 -0.18 0.40 0.1498
H -3.959958 1.543980 0.189696 -0.09 -0.16 0.04 0.4271
H -4.837986 3.129310 -1.412727 -0.02 0.06 -0.06 0.4143
H -4.038334 2.288199 -2.759999 -0.13 0.08 -0.03 0.3547
H -3.077207 3.253702 -1.686628 -0.11 0.17 0.20 0.2651
H -4.102734 -1.533607 0.968149 0.01 0.03 0.02 0.3668
H -6.387753 -2.192367 0.192807 -0.02 -0.02 0.02 0.4443
H -6.648626 -2.901236 -2.188689 0.00 0.04 -0.02 0.4313
H -4.691020 -2.861785 -3.689574 0.07 0.02 -0.05 0.4723
H -0.871587 -3.477388 2.035089 0.12 0.01 -0.12 0.3606
H -2.505794 -3.368429 1.433255 0.02 -0.03 -0.03 0.6392
H -1.730535 -1.939518 2.034200 0.18 0.11 -0.09 0.2545
H 0.537386 -2.612800 -1.227655 0.03 0.18 -0.10 1.2637
H 1.862823 -2.268591 1.378523 -0.06 -0.02 0.09 0.3566
H 0.965479 -3.756973 1.236023 -0.18 -0.01 -0.07 0.7427
C 6.042033 -5.367404 -4.529901 0.02 0.21 0.45 -0.9012
C 5.918153 -6.048661 -5.755039 -0.10 -0.06 -0.29 0.4184
C 4.931263 -5.414155 -6.781908 -0.22 0.29 -0.03 0.4443
O 4.809511 -5.901427 -7.909849 0.13 -0.18 0.10 -0.7339
C 4.176070 -4.270957 -6.367076 -0.15 -0.03 -0.26 -0.8335
C 4.299912 -3.622776 -5.149275 0.29 -0.23 0.18 0.6112
C 5.355787 -4.190168 -4.166804 0.39 -0.41 -0.05 0.7574
O 5.555602 -3.596802 -3.081670 -0.25 0.20 0.01 -0.8184
O 3.633813 -2.620859 -4.773841 -0.51 0.31 0.44 -0.8064
O 6.519716 -7.085379 -6.076138 -0.03 0.12 0.11 -0.7589
H 6.725594 -5.754285 -3.778764 0.07 -0.08 -0.11 0.3423
H 3.455844 -3.903702 -7.094052 0.01 0.09 0.06 0.3642